Formula: C28H65B3BrN9O10
Source: the OMol25 dataset
Level of theory: the ωB97M-V functional and the def2-TZVPD basis

Last column: Mulliken charge in e.
CARTESIAN COORDINATES (ANGSTROEM)
C1 1.82387 0.99635 0.89297  -0.80
C2 1.25524 2.52956 0.72562  0.38
C3 1.06070 2.97932 -0.87355  0.20
C4 -0.53158 3.32513 -1.04807  -0.17
N1 -0.87150 4.21639 -2.22372  -0.31
B1 -2.24177 4.82487 -1.83710  0.71
O1 -2.37651 6.26418 -1.53781  -0.38
B2 -3.15526 6.50064 -0.30577  0.48
Br1 -2.98972 8.37440 0.49324  -0.31
O2 -4.05092 5.54160 0.37006  -0.42
B3 -3.96726 4.18493 -0.27820  0.37
N2 -4.35354 3.00972 0.60139  -0.44
C5 -5.00529 2.02351 -0.09697  0.40
C6 -4.31281 0.71488 -0.80729  -0.85
C7 -6.67003 2.15979 -0.17924  -0.84
O3 -3.48449 3.99787 -1.69238  -0.28
H1 2.28940 0.54513 -0.10248  0.16
H2 0.98450 0.27954 1.30695  0.24
H3 2.69542 1.04794 1.68999  0.13
H4 1.90364 3.34399 1.30998  0.18
H5 0.18848 2.54941 1.25397  -0.22
H6 1.75516 3.94074 -0.99559  0.09
H7 1.40624 2.09125 -1.58212  -0.21
H8 -0.85109 3.93335 -0.07207  -0.01
H9 -1.24401 2.39809 -1.09283  -0.03
H10 -0.94282 3.67573 -3.11425  0.22
H11 -3.17353 0.59639 -0.48366  0.23
H12 -4.37697 0.70867 -1.98571  0.25
H13 -4.86129 -0.26688 -0.42758  0.35
H14 -7.04959 2.08800 0.94521  0.28
H15 -6.87620 3.25286 -0.60665  0.22
H16 -7.15939 1.31642 -0.83502  0.29
C8 0.73645 4.99524 5.95949  -0.91
N3 0.64182 5.03640 4.51977  -0.18
C9 0.02188 4.14315 3.69490  0.80
C10 -0.65556 2.95944 4.32810  -1.36
O4 0.03062 4.32161 2.48013  -0.62
H17 0.28131 5.90576 6.35592  0.29
H18 1.79472 4.97203 6.22966  0.29
H19 0.23519 4.12507 6.38519  0.35
H20 1.07682 5.80810 4.02752  0.26
H21 -1.10626 2.33378 3.55322  0.27
H22 0.07712 2.35949 4.87457  0.36
H23 -1.44680 3.29974 5.00167  0.42
C11 4.56788 -3.20795 3.19225  -0.81
N4 3.70463 -2.45891 2.31069  -0.05
C12 2.42185 -2.75039 1.94719  0.74
C13 1.79956 -3.99602 2.51480  -1.38
O5 1.81697 -2.00538 1.18124  -0.57
H24 4.85396 -2.55683 4.02143  0.21
H25 5.46074 -3.49350 2.63123  0.21
H26 4.08564 -4.10386 3.58530  0.41
H27 4.06071 -1.60728 1.89236  0.22
H28 0.77799 -4.10205 2.14040  0.27
H29 2.37418 -4.87335 2.20578  0.38
H30 1.76319 -3.93012 3.60563  0.37
C14 -4.89678 -4.70951 -2.49591  -0.66
N5 -4.42998 -4.17619 -1.23849  -0.08
C15 -3.66480 -3.06513 -1.03192  0.40
C16 -3.23727 -2.27575 -2.23820  -1.22
O6 -3.34900 -2.74133 0.10958  -0.67
H31 -5.98857 -4.73487 -2.46969  0.15
H32 -4.51313 -5.72744 -2.59634  0.21
H33 -4.56895 -4.11353 -3.34857  0.33
H34 -4.68171 -4.65937 -0.38396  0.22
H35 -2.63437 -1.41950 -1.92452  0.31
H36 -2.63120 -2.90267 -2.89777  0.58
H37 -4.11692 -1.90321 -2.77018  0.43
C17 5.48003 5.06566 -2.49959  -0.88
N6 5.02929 3.88627 -1.80010  -0.15
C18 4.58405 2.71288 -2.33633  0.85
C19 4.54445 2.59898 -3.83515  -1.26
O7 4.23312 1.79572 -1.59926  -0.62
H38 6.50985 5.26764 -2.19626  0.29
H39 4.84372 5.90178 -2.20047  0.29
H40 5.43819 4.94876 -3.58323  0.34
H41 5.02979 3.89420 -0.78669  0.24
H42 4.16976 1.61253 -4.12076  0.14
H43 3.87366 3.35695 -4.24856  0.36
H44 5.55139 2.71838 -4.24427  0.44
C20 -6.96673 -8.86058 -1.28956  -0.89
N7 -7.26008 -7.47137 -1.54929  -0.10
C21 -7.92246 -6.59018 -0.74468  0.82
C22 -8.42194 -7.09284 0.58155  -1.33
O8 -8.09244 -5.43135 -1.11322  -0.64
H45 -5.88254 -8.99045 -1.32136  0.29
H46 -7.42646 -9.45823 -2.08008  0.31
H47 -7.34265 -9.19162 -0.32065  0.32
H48 -6.95186 -7.06678 -2.42586  0.23
H49 -8.92908 -6.28488 1.11546  0.30
H50 -9.13556 -7.90653 0.42652  0.37
H51 -7.58089 -7.43546 1.19048  0.35
C23 10.09042 -0.16940 2.89274  -0.86
N8 8.70171 -0.45900 2.62627  -0.18
C24 7.91443 -1.40414 3.21748  0.75
C25 8.53589 -2.26744 4.28027  -1.28
O9 6.74134 -1.52632 2.87611  -0.53
H52 10.16531 0.87370 3.20846  0.29
H53 10.65028 -0.30811 1.96496  0.29
H54 10.50894 -0.81301 3.66754  0.32
H55 8.21993 0.08591 1.92056  0.23
H56 7.79435 -2.97388 4.66251  0.24
H57 9.36951 -2.83527 3.85834  0.37
H58 8.88113 -1.64522 5.11046  0.37
C26 -1.48073 -0.48279 -4.65364  -0.65
N9 -0.66038 0.70482 -4.65807  -0.12
C27 0.65554 0.81553 -4.31350  0.88
C28 1.37007 -0.43103 -3.87017  -1.35
O10 1.21518 1.90688 -4.37172  -0.62
H59 -1.85393 -0.64155 -5.66797  0.31
H60 -2.32366 -0.31067 -3.98036  0.07
H61 -0.93179 -1.36705 -4.32739  0.28
H62 -1.07882 1.58162 -4.94649  0.24
H63 2.40934 -0.19440 -3.62733  0.18
H64 0.88970 -0.83752 -2.97608  0.35
H65 1.36270 -1.17065 -4.67545  0.49

- SMILES = CCCCNB1OB(Br)OB(N=C(C)C)O1.CNC(C)=O.CNC(C)=O.CNC(C)=O.CNC(C)=O.CNC(C)=O.CNC(C)=O.CNC(C)=O
- Kohn-Sham gap (eV) = 8.65
- lowest unoccupied orbital energy (eV) = 0.356
- DFT total energy (eV) = -136053.2443
- total charge = 0
- molar mass (g mol⁻¹) = 800.22